Record 1
C20H39N10O4P2PtS | wB97M-V/def2-TZVPD

```
77
C20H39N10O4P2PtS, DFT wB97M-V/def2-TZVPD
H -4.517 -0.370 -0.092
C 2.250 -2.048 1.127
H 0.639 3.675 -2.484
H -1.369 2.938 3.208
O -0.011 1.886 1.348
C -0.151 5.743 1.722
H -2.774 4.898 -3.506
H -0.535 4.710 -1.650
H -4.695 3.902 -0.477
H 0.257 6.153 2.645
H 3.362 -3.842 1.471
H -1.022 -3.958 6.831
C -3.978 1.813 1.061
H 0.579 5.889 0.931
C 3.290 -2.780 1.661
H -4.213 5.302 -1.443
H 1.148 5.219 -1.770
C 4.131 -0.749 2.620
N -3.315 3.493 -2.035
H 2.838 3.983 -0.753
N -1.525 -1.047 -3.029
H -3.749 -0.145 -1.660
H 0.347 -0.349 7.997
P -0.304 3.250 0.717
H 2.499 3.438 0.882
C 3.053 -0.072 2.057
H -2.123 3.268 -3.763
N -3.502 1.441 -0.272
H -3.837 3.596 -4.068
P -2.529 2.381 -1.186
C -0.506 -0.246 6.027
C -3.629 0.013 -0.591
N -0.453 -2.078 -1.269
N -0.330 -0.610 2.561
H 2.422 2.290 -0.482
N 0.808 3.696 -0.367
H -5.052 1.646 1.131
H 5.077 -2.660 2.852
C -4.451 4.239 -1.481
C 2.212 3.317 -0.164
H 0.490 -3.370 6.108
C -0.509 -0.868 3.679
C 0.493 4.358 -1.645
O -1.689 3.271 -0.079
H -3.779 2.861 1.272
H -2.148 4.531 3.117
H 1.271 -1.231 6.760
O -1.638 1.574 -2.101
C 4.247 -2.113 2.425
H 0.033 0.626 5.660
Pt 0.198 0.010 0.643
H -1.069 6.281 1.475
H -0.631 4.336 4.009
N -0.412 4.311 1.926
H -1.485 0.057 6.400
H -5.328 4.091 -2.111
H -2.349 -2.340 5.566
H -1.279 -3.168 4.410
S -0.070 0.598 -1.500
C -1.189 4.008 3.132
H -1.857 -1.934 -3.382
H 2.912 0.994 2.183
N 2.153 -0.714 1.328
H -1.763 -0.208 -3.533
N 0.345 -1.782 -0.197
H -3.476 1.213 1.827
H 1.341 -3.573 -0.251
C -0.514 -3.078 6.440
C 1.260 -2.589 0.199
C -0.769 -1.018 -1.947
N -0.722 -1.194 4.903
H 4.863 -0.199 3.195
O -0.432 -2.144 7.493
C -2.988 3.831 -3.427
C -1.311 -2.510 5.276
C 0.262 -0.979 7.114
H -2.780 -0.571 -0.235
```

Output
Gap between HOMO and LUMO (spin up / spin down)   6.08 / 5.91 eV
Total charge   +3
Lowest unoccupied orbital energy (spin up / spin down)   -0.384 / -0.389 hartree
E_HOMO (spin up / spin down)   -16.52 / -16.49 eV


Record 2
C20H27AsClCoN2O4S4Si | wB97M-V/def2-TZVPD

```
61
C20H27AsClCoN2O4S4Si, DFT wB97M-V/def2-TZVPD
H 1.225 3.678 -2.602
H 1.964 -0.633 4.645
H 0.588 0.237 -2.123
C -2.658 -1.488 2.377
H -4.213 -0.495 -0.538
C 3.623 0.135 1.341
C 2.788 1.315 -0.758
As -0.772 4.739 0.518
H 0.278 -0.808 -3.517
C 1.728 0.352 2.429
H -3.588 -1.809 2.867
C -1.601 -2.408 -2.402
H 1.241 2.747 -0.355
H -4.902 -0.795 1.067
H 0.954 -1.491 -2.028
H -2.675 -2.554 -2.289
S -1.793 2.823 0.074
O 0.728 -0.116 4.520
O 2.898 -1.091 4.739
H -2.399 -0.501 2.756
H -3.137 -0.120 -2.275
Co -0.511 1.234 0.907
H -0.205 -3.208 0.267
H -4.094 -3.234 1.057
H 2.848 2.856 -4.308
H -2.027 -0.012 -3.653
S 0.891 4.312 1.779
C 1.919 2.879 -2.373
C 0.569 0.377 3.379
Cl 5.250 -0.121 0.916
C 3.684 0.837 -1.712
N 2.708 0.778 0.561
H -1.085 -3.201 -1.854
C -2.093 0.034 -2.557
H 4.424 1.042 -3.702
H 4.350 0.023 -1.491
H 0.218 -2.208 1.662
N 1.553 0.898 1.240
H -3.598 -2.911 -0.607
C 3.034 -0.161 2.557
C 2.825 2.419 -3.317
C 0.101 -2.203 0.575
H 1.090 -2.010 0.149
Si -1.163 -0.832 0.043
S -2.134 6.114 1.407
H -3.728 0.516 0.825
H -1.809 1.038 -2.235
C -2.846 -1.473 0.857
C -3.988 -0.505 0.531
H -1.362 -2.528 -3.469
C 1.911 2.341 -1.100
C 3.651 -0.923 3.680
H -1.864 -2.176 2.677
C 3.706 1.405 -2.976
S -0.165 5.622 -1.332
O -0.486 0.887 2.937
O 4.779 -1.366 3.604
C -3.262 -2.886 0.430
C -1.177 -1.016 -1.920
H -2.440 -3.598 0.541
C 0.247 -0.756 -2.421
```

Output
Gap between HOMO and LUMO (spin up / spin down)   6.05 / 5.11 eV
Total charge   -2
Lowest unoccupied orbital energy (spin up / spin down)   0.153 / 0.101 hartree
Spin multiplicity   5
E_HOMO (spin up / spin down)   -1.89 / -2.35 eV


| no. | molecular weight (g/mol) |
| --- | --- |
| 1 | 772.69 |
| 2 | 685.11 |